Record 1
{"formula": "C3H7N2O2", "method": "ωB97M-V with the def2-TZVPD basis set", "symbols": ["O", "C", "N", "C", "N", "C", "O", "H", "H", "H", "H", "H", "H", "H"], "positions_angstrom": [[1.125551, -1.260157, 1.247200], [0.554073, -0.771253, 0.078964], [1.390520, 0.346803, -0.385671], [0.658294, 1.481866, -0.421623], [-0.622218, 1.380959, -0.307619], [-0.904929, -0.230474, 0.219170], [-1.763971, -0.908179, -0.626568], [0.541231, -1.992626, 1.594631], [0.525793, -1.661134, -0.765502], [2.406983, 0.328709, -0.107366], [1.101934, 2.511059, -0.648636], [-1.311882, 2.133356, 0.050681], [-1.278809, -0.240616, 1.192947], [-2.473156, -0.377086, -0.853648]], "atomic_forces_ev_per_a": [[-1.2, -0.6, 0.6], [-0.2, -2.5, -2.1], [-0.5, 0.9, 1.1], [2.1, 1.5, -0.7], [-2.9, -2.2, 2.6], [1.1, 1.4, -3.3], [3.2, -1.0, 0.7], [1.1, 0.9, -0.5], [0.0, 2.3, 1.9], [-1.5, 0.2, -0.8], [-0.3, -1.7, 0.5], [2.0, -1.3, -1.2], [-0.4, 0.6, 1.8], [-2.6, 1.5, -0.7]], "relative_energy_kcal_mol": 24.9, "lumo_ev": -3.9750, "multiplicity": 1, "total_charge": 1, "gap_ev": 11.258, "smiles": "O[C@@H]1NC=[NH+][C@H]1O", "max_force_ev_per_a": 4.49}

---

Record 2
{"formula": "C18H17Br4N4O9P2RuS", "method": "ωB97M-V with the def2-TZVPD basis set", "symbols": ["Ru", "C", "N", "C", "C", "N", "C", "S", "C", "C", "C", "C", "C", "N", "H", "H", "H", "H", "H", "H", "H", "H", "H", "C", "C", "O", "P", "O", "O", "O", "P", "O", "O", "O", "H", "H", "H", "H", "H", "H", "H", "Br", "C", "C", "Br", "C", "Br", "C", "O", "C", "O", "C", "Br", "N", "C", "H"], "positions_angstrom": [[0.679485, 0.000977, -0.586653], [-1.144588, -3.626884, -3.252647], [-0.830326, -2.326407, -3.815710], [-0.450651, -2.041022, -5.113111], [-0.201848, -0.719899, -5.181742], [-0.431578, -0.196808, -3.916569], [-0.850230, -1.193193, -3.081279], [-1.425264, -1.061439, -1.501790], [-0.162996, 1.145595, -3.533314], [-0.891419, 2.178530, -4.093876], [-0.548017, 3.477424, -3.754485], [0.525992, 3.680353, -2.903467], [1.183219, 2.578683, -2.386814], [0.834548, 1.323290, -2.674103], [-0.919080, -4.395230, -3.987365], [-2.199113, -3.671232, -2.981733], [-0.556202, -3.788860, -2.349121], [-0.386627, -2.801226, -5.870672], [0.144797, -0.104557, -5.992355], [-1.706815, 1.951655, -4.766985], [-1.117662, 4.309672, -4.144389], [0.836128, 4.677900, -2.624230], [2.017948, 2.688252, -1.704185], [-0.842084, -3.574691, 2.613609], [0.507032, -2.894069, 2.475813], [1.312599, -3.234075, 3.593922], [0.279866, -1.072121, 2.486518], [1.772233, -0.548578, 2.555256], [-0.280205, -0.721669, 3.948853], [-0.582851, -0.421846, 1.460037], [1.300415, -3.383293, 0.851750], [2.894288, -3.293188, 1.262320], [0.963884, -4.764893, 0.455388], [1.037072, -2.256944, -0.109856], [-1.249634, -3.384264, 3.608257], [-0.720075, -4.647816, 2.477766], [-1.523331, -3.198587, 1.848583], [2.195495, -2.871603, 3.447815], [1.825601, 0.396585, 2.265915], [-1.248154, -0.698038, 3.951041], [3.179282, -4.208440, 1.413967], [-2.448809, 5.928397, 2.327490], [-1.235400, 4.549981, 1.915116], [-0.086252, 4.345493, 2.729079], [0.193403, 5.420370, 4.243664], [0.820711, 3.359625, 2.409251], [2.387261, 3.065983, 3.414897], [0.627702, 2.504505, 1.298229], [1.466146, 1.612538, 0.961991], [-0.590131, 2.664212, 0.498935], [-0.802459, 1.882732, -0.456225], [-1.465676, 3.740229, 0.829895], [-2.942508, 3.975571, -0.312925], [3.620682, -0.912500, -0.316660], [2.755877, -0.435121, -0.919509], [4.152831, -1.500535, 0.298418]], "atomic_forces_ev_per_a": [[-1.3, -0.1, 0.3], [-0.1, -0.2, 0.1], [0.0, 0.2, 0.1], [0.0, 0.0, -0.1], [0.1, 0.0, -0.1], [-0.1, -0.3, 0.1], [-0.2, 0.0, 0.0], [0.0, 0.1, -0.2], [0.1, 0.2, 0.0], [0.0, -0.1, -0.1], [0.0, -0.1, 0.1], [0.0, 0.1, 0.0], [0.0, -0.1, 0.0], [-0.1, 0.1, -0.2], [0.0, 0.0, 0.0], [0.0, 0.0, 0.0], [0.0, 0.0, 0.0], [0.0, 0.0, 0.0], [0.0, 0.0, 0.0], [0.0, 0.0, 0.0], [0.0, 0.0, 0.0], [0.0, 0.0, 0.0], [-0.1, 0.0, 0.1], [0.0, 0.0, 0.1], [0.2, 0.3, -0.5], [-0.1, -0.1, 0.1], [0.0, 0.1, 0.5], [-0.2, 0.2, 0.0], [-0.2, -0.1, 0.0], [0.2, -0.1, -0.1], [-0.2, 0.2, -0.3], [0.0, -0.3, 0.0], [0.1, -0.1, 0.3], [0.1, 0.2, 0.1], [0.0, 0.0, 0.0], [0.0, 0.0, 0.0], [-0.1, -0.1, 0.0], [0.0, 0.0, -0.1], [0.1, -0.2, -0.1], [0.2, 0.1, 0.0], [0.0, 0.2, 0.0], [0.1, 0.0, 0.0], [-0.3, -0.1, -0.3], [0.3, -0.2, 0.1], [0.0, 0.0, -0.1], [0.0, 0.3, 0.3], [-0.1, 0.0, 0.0], [0.1, -0.1, -0.1], [-0.1, 0.0, -0.1], [0.1, -0.2, -0.2], [0.2, 0.0, 0.2], [-0.3, 0.4, 0.2], [0.1, -0.1, 0.0], [0.3, 0.2, -0.2], [0.9, -0.3, 0.3], [-0.1, -0.1, 0.0]], "relative_energy_kcal_mol": 3.6, "lumo_ev": [0.0295, -1.8394], "multiplicity": 6, "total_charge": 0, "gap_ev": [7.687, 6.159], "s_squared": 8.781, "max_force_ev_per_a": 1.31}

---

Record 3
{"formula": "C19H43Cl8N5O5", "method": "ωB97M-V with the def2-TZVPD basis set", "symbols": ["C", "N", "C", "C", "O", "H", "H", "H", "H", "H", "H", "H", "C", "N", "C", "C", "O", "H", "H", "H", "H", "H", "H", "H", "C", "N", "C", "C", "O", "H", "H", "H", "H", "H", "H", "H", "C", "N", "C", "C", "O", "H", "H", "H", "H", "H", "H", "H", "C", "N", "C", "C", "O", "H", "H", "H", "H", "H", "H", "H", "Cl", "C", "Cl", "H", "H", "Cl", "C", "Cl", "H", "H", "Cl", "C", "Cl", "H", "H", "Cl", "C", "Cl", "H", "H"], "positions_angstrom": [[-2.020753, -11.595936, 7.785779], [-1.868631, -13.061213, 7.993510], [-2.814159, -13.848333, 8.817241], [-0.877159, -13.799922, 7.378330], [-0.649411, -14.989704, 7.597568], [-2.248344, -11.131483, 8.769126], [-2.828309, -11.388341, 7.068536], [-1.188967, -11.070167, 7.329456], [-3.319019, -13.104293, 9.439962], [-3.512404, -14.361146, 8.182455], [-2.301938, -14.587757, 9.456921], [-0.318796, -13.226798, 6.608022], [-7.068230, -23.137845, 10.141386], [-8.353730, -22.783906, 9.482563], [-8.541457, -23.302562, 8.116992], [-9.151477, -21.773930, 9.860618], [-10.041691, -21.296306, 9.153028], [-6.976349, -24.196405, 10.238809], [-7.024958, -22.758767, 11.199606], [-6.166204, -22.778750, 9.622982], [-7.969867, -24.214778, 8.079677], [-9.598739, -23.509919, 7.950346], [-8.109742, -22.557193, 7.478622], [-8.762742, -21.328578, 10.822749], [-5.145017, -20.391936, 3.032807], [-4.402358, -19.153396, 3.166971], [-4.908927, -18.134265, 4.085002], [-3.466959, -18.789447, 2.222669], [-3.215790, -19.401859, 1.215317], [-4.705725, -21.201200, 3.586600], [-5.285060, -20.687429, 1.975060], [-6.179946, -20.151226, 3.436565], [-4.675615, -18.419789, 5.113886], [-4.594106, -17.097353, 4.019991], [-6.005907, -18.195621, 4.048243], [-2.984790, -17.816232, 2.416409], [-4.021598, -18.435668, 8.581010], [-5.435540, -18.453831, 9.060089], [-6.290950, -17.274623, 9.079286], [-5.928437, -19.582818, 9.543433], [-7.054430, -19.765936, 9.947444], [-3.661786, -19.462146, 8.416735], [-3.385457, -17.872174, 9.224148], [-3.950823, -17.951906, 7.583225], [-6.015834, -16.531325, 9.872616], [-6.143530, -16.758124, 8.119928], [-7.325649, -17.513330, 9.205008], [-5.247965, -20.437668, 9.361057], [-7.869789, -18.833187, 13.124672], [-7.435166, -17.475532, 12.764103], [-6.304140, -16.964284, 13.497329], [-8.145912, -16.668493, 11.955373], [-8.004572, -15.500460, 11.738262], [-7.138531, -19.602555, 12.793905], [-8.814316, -18.968971, 12.639035], [-7.919824, -18.906783, 14.205470], [-5.355924, -17.405591, 13.155129], [-6.246388, -15.872634, 13.358495], [-6.398203, -17.121435, 14.557537], [-8.942973, -17.231713, 11.410209], [-1.247742, -17.342869, 4.374140], [0.136426, -17.332087, 5.563606], [-0.254584, -18.013427, 7.101770], [1.023788, -17.805804, 5.088977], [0.268211, -16.279414, 5.754747], [-6.885630, -20.278711, 6.364581], [-8.353100, -19.507759, 6.924595], [-8.592121, -17.833281, 6.403837], [-9.259406, -20.090734, 6.588232], [-8.459204, -19.553643, 7.977701], [-5.960529, -15.111560, 5.982363], [-6.994915, -14.246737, 4.870365], [-7.548262, -12.743555, 5.541510], [-6.419405, -14.066375, 3.971628], [-7.815783, -14.920883, 4.629607], [-0.940693, -23.224633, 7.149652], [-2.358576, -22.267124, 6.682439], [-3.837485, -22.707611, 7.542728], [-2.122030, -21.210023, 6.873558], [-2.643730, -22.442692, 5.621585]], "atomic_forces_ev_per_a": [[-1.1, -0.6, 0.3], [1.4, -0.8, -0.6], [0.7, 1.3, 0.5], [-0.6, 0.1, 0.3], [-0.4, 1.2, -0.3], [0.1, -0.2, -0.7], [-0.2, -0.1, 0.5], [0.7, -0.6, 0.3], [-0.2, -0.4, 0.0], [-0.5, -0.2, -0.3], [0.0, 0.5, -0.4], [0.0, 0.0, 0.4], [-0.7, 1.2, 1.0], [0.8, -1.0, -0.1], [0.1, 0.0, 1.5], [0.8, 1.3, 0.1], [0.6, -0.6, 0.9], [-0.1, -0.9, -0.2], [-0.3, 0.0, -1.1], [-0.5, 0.2, -0.1], [0.1, -0.4, -0.4], [0.2, 0.2, -0.2], [-0.1, 0.1, -1.0], [-0.9, -0.3, -0.5], [-2.0, 1.0, -0.3], [1.2, 1.3, -0.8], [-0.8, -1.2, 1.2], [-0.9, 0.2, 0.3], [0.3, -0.6, -0.2], [0.2, -0.4, 0.3], [0.4, 0.2, 0.5], [1.2, -0.7, -0.4], [0.1, 0.0, 0.1], [0.4, -0.1, -0.9], [0.2, 0.4, -0.1], [-0.2, 0.0, 0.2], [-1.4, 0.1, -1.3], [1.0, 0.5, 0.1], [1.6, 1.6, -0.2], [0.5, -1.4, -1.1], [-0.9, 0.1, 0.8], [-0.2, 0.3, 0.4], [0.5, 0.2, 0.7], [-0.3, -0.1, 0.5], [-0.1, -0.7, -0.4], [-0.3, -0.1, 0.3], [-0.4, -0.5, 0.0], [0.1, 0.1, 0.4], [1.2, 0.5, -0.7], [0.6, -0.5, 0.9], [0.5, 1.0, -0.5], [-1.4, -1.8, -0.7], [0.8, 1.5, 0.0], [-0.5, 0.5, -0.1], [-0.6, -0.5, 0.0], [-0.4, 0.0, 0.2], [-0.2, 0.0, 0.1], [0.0, -0.4, -0.1], [-0.2, -0.3, 0.5], [0.2, 0.0, 0.4], [0.6, -0.3, 0.5], [0.1, 0.6, -1.1], [-0.2, -0.8, 0.4], [-0.9, 0.2, 0.4], [0.4, 0.2, 0.0], [0.2, 0.1, 0.0], [-2.3, -0.8, -0.8], [0.3, 0.0, -0.1], [1.2, 0.6, -0.1], [0.6, 0.2, 1.1], [0.5, -0.3, 0.4], [-0.1, -0.6, -0.7], [-0.3, 0.4, 0.1], [0.0, 0.2, 0.0], [-0.1, 0.3, 0.1], [-0.4, 0.1, -0.1], [-0.2, 0.3, -1.0], [-0.1, 0.0, 0.4], [-0.2, -0.5, -0.1], [0.8, 0.2, 0.7]], "relative_energy_kcal_mol": 5.8, "lumo_ev": 0.3447, "multiplicity": 1, "total_charge": 0, "gap_ev": 9.529, "smiles": "CN(C)C=O.CN(C)C=O.CN(C)C=O.CN(C)C=O.CN(C)C=O.ClCCl.ClCCl.ClCCl.ClCCl", "max_force_ev_per_a": 2.60}

---

Record 4
{"formula": "C8H18Cl2Si", "method": "ωB97M-V with the def2-TZVPD basis set", "symbols": ["C", "C", "C", "C", "C", "C", "C", "Si", "C", "Cl", "Cl", "H", "H", "H", "H", "H", "H", "H", "H", "H", "H", "H", "H", "H", "H", "H", "H", "H", "H"], "positions_angstrom": [[-1.442115, -2.853187, -1.485229], [-0.739309, -1.750605, -2.257525], [-1.008787, -0.442756, -1.496567], [-0.179489, 0.762633, -1.861345], [-0.275056, 1.902291, -0.834546], [1.048168, 2.058174, -0.048604], [1.424783, 0.816344, 0.751442], [0.472844, 0.421828, 2.339642], [1.218038, 0.050264, 4.029408], [-0.772941, -1.168301, 1.771744], [-0.659935, 2.125399, 2.547657], [-1.155788, -2.817768, -0.419947], [-1.270840, -3.840572, -1.945723], [-2.522059, -2.711439, -1.536388], [0.358619, -1.905725, -2.259971], [-0.993951, -1.677885, -3.331920], [-2.080880, -0.240948, -1.672983], [-0.928184, -0.662378, -0.412715], [0.854576, 0.446439, -1.958665], [-0.461185, 1.077400, -2.860450], [-0.643897, 2.819436, -1.300260], [-1.108627, 1.683908, -0.148078], [0.998429, 2.893611, 0.653458], [1.895923, 2.309928, -0.729201], [2.434275, 0.900143, 1.124712], [1.319973, -0.114791, 0.176757], [1.839707, -0.833206, 3.932498], [0.487173, -0.068375, 4.831809], [1.890535, 0.820138, 4.400992]], "atomic_forces_ev_per_a": [[-0.2, -0.6, -0.6], [1.1, 0.7, 0.3], [-0.9, -0.5, 0.1], [0.0, 0.0, -0.2], [-0.2, -0.2, 0.2], [0.0, 0.6, -0.3], [-0.2, -0.9, 0.8], [-0.7, 0.4, -0.3], [0.3, 0.1, -0.5], [0.2, 0.1, 1.1], [-0.5, 0.1, 0.6], [0.0, -0.3, -0.6], [0.2, 0.2, 0.5], [-0.1, 0.1, 0.1], [-0.3, -0.2, 0.1], [-0.3, -0.1, 0.5], [0.2, 0.3, 0.3], [0.0, 0.3, -1.0], [0.4, 0.0, 0.0], [-0.1, 0.3, -0.2], [0.6, 0.2, -0.1], [0.4, -0.2, 0.1], [-0.1, 0.1, -0.2], [-0.6, -0.3, 0.2], [0.8, 0.0, -0.3], [0.4, 0.3, -0.1], [-0.1, -0.4, 0.2], [-0.2, -0.3, -0.4], [0.1, 0.4, -0.3]], "relative_energy_kcal_mol": 14.4, "lumo_ev": 0.6909, "multiplicity": 1, "total_charge": 0, "gap_ev": 10.930, "smiles": "CCCCCCC[Si](C)(Cl)Cl", "max_force_ev_per_a": 1.31}